A 2-piece molecular cluster, C4H6 overall. Source: the Open Molecules 2025 dataset; level of theory: ωB97M-V/def2-TZVPD.

Cartesian coordinates (Å):
C1 3.2734 -0.0016 0.0881
C2 2.0986 -0.0440 -0.2088
H1 4.3344 -0.0700 0.3329
H2 0.9938 -0.0887 -0.4209
C3 -1.9475 -0.6168 0.0400
C4 -1.7020 0.6301 0.0092
H3 -1.5972 -1.1501 0.8749
H4 -2.1369 -1.1773 -0.9431
H5 -1.6101 1.0794 1.0695
H6 -1.7065 1.4392 -0.8419

Summary:
**Max |F|**: 6.60 eV Å⁻¹
**Orbital gap**: 0.431 Ha
**Multiplicity**: 1
**SMILES**: C#C.C=C
**HOMO**: -10.54 eV